No. 1
The molecule C5H7NO, computed with ωB97M-V/def2-TZVPD.

Geometry as XYZ:
```
14
C5H7NO ωB97M-V/def2-TZVPD
C -1.81 0.13 0.59
N -0.45 -0.15 0.17
C 0.10 -1.40 -0.04
C 1.39 -1.23 -0.48
C 1.63 0.18 -0.56
C 0.48 0.79 -0.14
O 0.11 2.09 0.01
H -2.29 0.80 -0.12
H -1.83 0.60 1.58
H -2.36 -0.81 0.63
H -0.47 -2.30 0.16
H 2.08 -2.01 -0.73
H 2.54 0.67 -0.90
H 0.88 2.64 -0.16
```

The HOMO energy is -7.65 eV. Its LUMO energy is 0.785 eV. The value obtained for the relative energy (zero: lowest compared OMol25 entry of this formula, charge and spin) is 14.66 kcal/mol. For the largest force on an atom, the calculation gives 0.3 eV/Å. Its SMILES is Cn1cccc1O. Its total energy is -8835.5673 eV.

=====

No. 2
The molecule C5H7NO, computed with ωB97M-V/def2-TZVPD.

Geometry as XYZ:
```
14
C5H7NO ωB97M-V/def2-TZVPD
C -1.80 0.14 0.55
N -0.42 -0.14 0.24
C 0.15 -1.39 0.07
C 1.42 -1.21 -0.40
C 1.62 0.18 -0.61
C 0.48 0.80 -0.14
O 0.11 2.10 0.03
H -2.23 0.81 -0.20
H -1.91 0.60 1.53
H -2.35 -0.80 0.53
H -0.44 -2.29 0.20
H 2.17 -1.97 -0.59
H 2.30 0.53 -1.35
H 0.90 2.64 0.14
```

The HOMO energy is -7.70 eV. Its LUMO energy is 0.793 eV. The value obtained for the relative energy (zero: lowest compared OMol25 entry of this formula, charge and spin) is 21.73 kcal/mol. For the largest force on an atom, the calculation gives 1.0 eV/Å. Its SMILES is Cn1cccc1O. Its total energy is -8835.2604 eV.

=====

No. 3
The molecule C5H7NO, computed with ωB97M-V/def2-TZVPD.

Geometry as XYZ:
```
14
C5H7NO ωB97M-V/def2-TZVPD
O 1.02 -0.01 1.44
C 2.40 -0.53 -0.82
C 1.16 -0.12 -0.82
C 0.37 0.17 0.20
C -1.03 0.55 0.43
C -2.10 0.36 -0.55
N -2.01 -0.52 0.61
H 1.80 0.57 1.45
H 3.22 0.18 -0.75
H 2.63 -1.58 -0.65
H -1.10 1.34 1.18
H -1.83 -0.03 -1.53
H -2.94 1.04 -0.53
H -1.59 -1.41 0.35
```

The HOMO energy is -8.95 eV. Its LUMO energy is 0.265 eV. The value obtained for the relative energy (zero: lowest compared OMol25 entry of this formula, charge and spin) is 104.28 kcal/mol. For the largest force on an atom, the calculation gives 1.0 eV/Å. Its SMILES is C=C=C(O)[C@H]1CN1. Its total energy is -8831.6810 eV.

=====

No. 4
The molecule C5H7NO, computed with ωB97M-V/def2-TZVPD.

Geometry as XYZ:
```
14
C5H7NO ωB97M-V/def2-TZVPD
O -0.16 1.23 1.80
C 0.23 0.08 1.86
C 0.21 -0.92 0.75
C -0.60 -0.84 -0.49
C -0.85 0.58 -0.98
C 0.69 0.73 -0.96
N 0.88 -0.71 -0.56
H 0.67 -0.31 2.80
H 0.42 -1.93 1.10
H -1.12 -1.73 -0.84
H -1.43 1.24 -0.33
H -1.26 0.59 -1.99
H 1.10 1.45 -0.26
H 1.13 0.87 -1.95
```

The HOMO energy is -9.51 eV. Its LUMO energy is 0.778 eV. The value obtained for the relative energy (zero: lowest compared OMol25 entry of this formula, charge and spin) is 62.80 kcal/mol. For the largest force on an atom, the calculation gives 0.5 eV/Å. Its SMILES is O=C[C@H]1[C@H]2CCN21. Its total energy is -8833.4796 eV.

=====

No. 5
A cluster of 2 separate species, C5H7NO in total, computed with ωB97M-V/def2-TZVPD.

Geometry as XYZ:
```
14
C5H7NO ωB97M-V/def2-TZVPD
O -3.15 -0.89 0.48
C -2.90 0.11 1.12
N -0.42 0.61 0.36
C -0.11 -0.49 -0.17
C 1.22 -0.87 -0.79
C 2.21 0.21 -0.72
C 2.97 1.13 -0.63
H -3.16 1.12 0.76
H 0.36 1.27 0.32
H -0.88 -1.27 -0.19
H -2.44 0.06 2.12
H 1.59 -1.77 -0.29
H 1.04 -1.16 -1.84
H 3.67 1.94 -0.55
```

The HOMO energy is -9.66 eV. Its LUMO energy is 0.908 eV. The value obtained for the relative energy (zero: lowest compared OMol25 entry of this formula, charge and spin) is 76.52 kcal/mol. For the largest force on an atom, the calculation gives 0.5 eV/Å. Its SMILES is [H]/N=C\CC#C.C=O. Its total energy is -8832.8844 eV.

=====

No. 6
A structure of composition C5H7NO, computed with ωB97M-V/def2-TZVPD.

Geometry as XYZ:
```
14
C5H7NO ωB97M-V/def2-TZVPD
C 2.53 0.02 0.62
N 1.27 0.73 0.55
C 0.23 0.21 0.09
O -0.03 -1.06 -0.44
C -1.28 -0.55 -0.97
C -2.20 -0.18 0.13
C -1.09 0.77 -0.27
H 3.28 0.62 0.08
H 2.86 -0.02 1.67
H 2.53 -0.99 0.20
H -1.52 -0.78 -2.00
H -2.16 -0.72 1.07
H -3.18 0.17 -0.18
H -1.24 1.80 -0.58
```

The HOMO energy is -9.57 eV. Its LUMO energy is 1.066 eV. The value obtained for the relative energy (zero: lowest compared OMol25 entry of this formula, charge and spin) is 59.63 kcal/mol. For the largest force on an atom, the calculation gives 0.4 eV/Å. Its total energy is -8833.6170 eV.

=====

No. 7
The molecule C5H7NO, computed with ωB97M-V/def2-TZVPD.

Geometry as XYZ:
```
14
C5H7NO ωB97M-V/def2-TZVPD
C 0.26 1.53 -0.43
C 0.70 0.41 0.44
C -0.09 -0.54 1.31
O -1.33 -0.90 0.73
C -1.27 -1.15 -0.60
N -0.36 -0.82 -1.43
C 0.71 0.05 -1.00
H -0.73 1.75 -0.81
H 0.78 2.49 -0.19
H 1.70 0.63 0.81
H -0.35 -0.22 2.33
H 0.55 -1.42 1.37
H -2.16 -1.69 -0.91
H 1.59 -0.12 -1.62
```

The HOMO energy is -8.98 eV. Its LUMO energy is 0.921 eV. The value obtained for the relative energy (zero: lowest compared OMol25 entry of this formula, charge and spin) is 54.62 kcal/mol. For the largest force on an atom, the calculation gives 1.5 eV/Å. Its SMILES is C1=N[C@H]2C[C@H]2CO1. Its total energy is -8833.8344 eV.

=====

No. 8
The molecule C5H7NO, computed with ωB97M-V/def2-TZVPD.

Geometry as XYZ:
```
14
C5H7NO ωB97M-V/def2-TZVPD
C -1.84 0.15 0.21
C -0.44 0.20 -0.41
C 0.58 1.14 0.19
C 1.73 0.48 0.32
N 1.60 -0.86 -0.09
C 0.29 -1.15 -0.40
O -0.17 -2.25 -0.62
H -2.23 1.16 0.36
H -1.82 -0.36 1.18
H -2.52 -0.40 -0.44
H -0.55 0.45 -1.48
H 0.40 2.18 0.41
H 2.69 0.84 0.66
H 2.29 -1.58 0.06
```

The HOMO energy is -8.69 eV. Its LUMO energy is 0.933 eV. The value obtained for the relative energy (zero: lowest compared OMol25 entry of this formula, charge and spin) is 2.77 kcal/mol. For the largest force on an atom, the calculation gives 0.5 eV/Å. Its SMILES is C[C@H]1C=CNC1=O. Its total energy is -8836.0825 eV.

=====

No. 9
The molecule C5H7NO, computed with ωB97M-V/def2-TZVPD.

Geometry as XYZ:
```
14
C5H7NO ωB97M-V/def2-TZVPD
C -0.06 1.45 -0.83
C -0.93 0.28 -0.38
C -0.07 -0.80 0.26
C 0.60 -0.53 1.54
O -0.52 -1.40 1.45
C 0.58 -1.71 -0.68
N 1.07 -2.40 -1.47
H 0.40 1.93 0.04
H -0.64 2.21 -1.37
H 0.75 1.11 -1.48
H -1.67 0.58 0.37
H -1.48 -0.15 -1.22
H 1.55 -1.02 1.77
H 0.43 0.43 2.02
```

The HOMO energy is -11.12 eV. Its LUMO energy is 0.810 eV. The value obtained for the relative energy (zero: lowest compared OMol25 entry of this formula, charge and spin) is 40.17 kcal/mol. For the largest force on an atom, the calculation gives 1.0 eV/Å. Its SMILES is CC[C@@]1(C#N)CO1. Its total energy is -8834.4607 eV.

=====

No. 10
The molecule C5H7NO, computed with ωB97M-V/def2-TZVPD.

Geometry as XYZ:
```
14
C5H7NO ωB97M-V/def2-TZVPD
C -1.85 0.63 -0.30
C -0.42 0.27 -0.10
C 0.64 1.08 -0.03
N 1.83 0.36 0.21
C 1.58 -0.99 0.33
O 2.41 -1.84 0.57
C 0.09 -1.15 0.06
H -1.97 1.72 -0.40
H -2.47 0.30 0.56
H -2.27 0.16 -1.20
H 0.67 2.16 -0.12
H 2.76 0.75 0.25
H -0.40 -1.72 0.85
H -0.02 -1.73 -0.87
```

The HOMO energy is -8.39 eV. Its LUMO energy is 0.840 eV. The value obtained for the relative energy (zero: lowest compared OMol25 entry of this formula, charge and spin) is 0.20 kcal/mol. For the largest force on an atom, the calculation gives 0.4 eV/Å. Its SMILES is CC1=CNC(=O)C1. Its total energy is -8836.1941 eV.

=====

No. 11
The molecule C5H7NO, computed with ωB97M-V/def2-TZVPD.

Geometry as XYZ:
```
14
C5H7NO ωB97M-V/def2-TZVPD
O 0.10 1.13 -2.22
C 0.23 1.03 -1.03
C -0.54 1.52 0.20
N 0.07 0.41 0.98
C -0.62 -0.88 0.69
C 0.56 -1.37 -0.17
C 1.04 0.09 -0.12
H -0.24 2.50 0.58
H -1.64 1.48 0.12
H -1.52 -0.74 0.09
H -0.89 -1.46 1.58
H 0.32 -1.77 -1.16
H 1.24 -2.05 0.34
H 2.10 0.31 0.03
```

The HOMO energy is -9.50 eV. Its LUMO energy is 0.955 eV. The value obtained for the relative energy (zero: lowest compared OMol25 entry of this formula, charge and spin) is 54.23 kcal/mol. For the largest force on an atom, the calculation gives 0.6 eV/Å. Its SMILES is O=C1CN2CC[C@@H]12. Its total energy is -8833.8511 eV.

=====

No. 12
The molecule C5H7NO, computed with ωB97M-V/def2-TZVPD.

Geometry as XYZ:
```
14
C5H7NO ωB97M-V/def2-TZVPD
O 2.92 -1.24 1.13
C 2.55 -0.37 0.08
C 1.14 0.06 0.16
C -0.01 0.41 0.29
C -1.38 0.87 0.41
C -2.45 0.22 -0.39
N -2.41 0.04 1.05
H 2.69 -0.81 1.96
H 3.20 0.51 0.03
H 2.71 -0.93 -0.85
H -1.48 1.93 0.63
H -2.16 -0.63 -1.00
H -3.28 0.81 -0.76
H -2.02 -0.87 1.31
```

The HOMO energy is -9.32 eV. Its LUMO energy is 0.846 eV. The value obtained for the relative energy (zero: lowest compared OMol25 entry of this formula, charge and spin) is 77.15 kcal/mol. For the largest force on an atom, the calculation gives 0.5 eV/Å. Its SMILES is OCC#C[C@H]1CN1. Its total energy is -8832.8574 eV.

=====

No. 13
A structure of composition C5H7NO, computed with ωB97M-V/def2-TZVPD.

Geometry as XYZ:
```
14
C5H7NO ωB97M-V/def2-TZVPD
O 1.94 2.06 -0.36
C 1.09 1.22 -0.17
C 1.37 -0.25 0.10
N 0.15 -1.05 0.04
C -0.95 -0.53 0.93
C -1.62 -0.02 -0.31
C -0.67 -0.57 -1.05
H 2.09 -0.63 -0.63
H 1.84 -0.31 1.09
H -0.69 0.17 1.73
H -1.50 -1.37 1.36
H 0.04 1.54 -0.17
H -2.56 0.49 -0.45
H -0.50 -0.74 -2.11
```

The HOMO energy is -8.54 eV. Its LUMO energy is 0.989 eV. The value obtained for the relative energy (zero: lowest compared OMol25 entry of this formula, charge and spin) is 71.45 kcal/mol. For the largest force on an atom, the calculation gives 1.1 eV/Å. Its total energy is -8833.1045 eV.

=====

No. 14
The molecule C5H7NO, computed with ωB97M-V/def2-TZVPD.

Geometry as XYZ:
```
14
C5H7NO ωB97M-V/def2-TZVPD
C -1.71 0.21 -0.46
C -0.36 -0.08 0.20
C -0.15 -1.52 0.57
O 0.94 -2.00 0.80
C 0.95 0.62 -0.05
N 2.01 0.57 -0.92
C 0.31 1.02 1.00
H -2.45 0.44 0.32
H -2.10 -0.65 -1.03
H -1.66 1.07 -1.13
H -1.05 -2.17 0.54
H 2.35 -0.38 -1.01
H 2.76 1.19 -0.66
H 0.16 1.67 1.84
```

The HOMO energy is -8.72 eV. Its LUMO energy is 0.879 eV. The value obtained for the relative energy (zero: lowest compared OMol25 entry of this formula, charge and spin) is 64.30 kcal/mol. For the largest force on an atom, the calculation gives 0.5 eV/Å. Its SMILES is C[C@]1(C=O)C=C1N. Its total energy is -8833.4145 eV.

=====

No. 15
The molecule C5H7NO, computed with ωB97M-V/def2-TZVPD.

Geometry as XYZ:
```
14
C5H7NO ωB97M-V/def2-TZVPD
C 0.80 -1.25 0.62
C 0.14 1.35 -1.08
C 0.16 0.04 0.98
C -0.82 0.69 -0.23
C -1.02 0.10 -1.56
N 0.22 0.73 2.02
O 1.08 1.97 -1.40
H 0.58 0.25 2.85
H -1.56 1.32 0.24
H 1.72 -1.07 0.06
H 1.01 -1.84 1.51
H 0.13 -1.84 -0.02
H -2.00 0.24 -2.00
H -0.45 -0.70 -2.00
```

The HOMO energy is -7.85 eV. Its LUMO energy is 0.817 eV. The value obtained for the relative energy (zero: lowest compared OMol25 entry of this formula, charge and spin) is 88.29 kcal/mol. For the largest force on an atom, the calculation gives 5.6 eV/Å. Its SMILES is [H]/N=C(\C)[C@@H]1CC1=O. Its total energy is -8832.3742 eV.

=====

No. 16
A structure of composition C5H7NO, computed with ωB97M-V/def2-TZVPD.

Geometry as XYZ:
```
14
C5H7NO ωB97M-V/def2-TZVPD
C -1.81 0.09 0.11
C -0.43 0.29 -0.49
C 0.48 1.21 0.32
C 1.34 0.34 0.88
N 1.28 -1.32 -1.31
C 0.52 -0.91 -0.40
O 0.80 -1.05 0.94
H -2.40 1.02 0.07
H -1.73 -0.23 1.15
H -2.35 -0.68 -0.45
H -0.44 0.57 -1.54
H 0.39 2.30 0.45
H 2.38 0.33 1.18
H 1.96 -1.97 -0.90
```

The HOMO energy is -9.41 eV. Its LUMO energy is 0.893 eV. The value obtained for the relative energy (zero: lowest compared OMol25 entry of this formula, charge and spin) is 67.08 kcal/mol. For the largest force on an atom, the calculation gives 2.3 eV/Å. Its total energy is -8833.2940 eV.

=====

No. 17
The molecule C5H7NO, computed with ωB97M-V/def2-TZVPD.

Geometry as XYZ:
```
14
C5H7NO ωB97M-V/def2-TZVPD
N 1.22 1.58 1.52
C 0.47 0.77 0.89
O -0.88 0.92 0.70
C -1.45 -0.27 0.15
C -0.30 -1.03 -0.47
C 0.59 -0.19 -1.33
C 0.94 -0.41 0.12
H 0.68 2.36 1.89
H -2.22 0.01 -0.57
H -1.92 -0.85 0.97
H -0.38 -2.10 -0.64
H 0.23 0.81 -1.58
H 1.21 -0.65 -2.09
H 1.81 -0.96 0.43
```

The HOMO energy is -9.76 eV. Its LUMO energy is 1.003 eV. The value obtained for the relative energy (zero: lowest compared OMol25 entry of this formula, charge and spin) is 26.83 kcal/mol. For the largest force on an atom, the calculation gives 0.4 eV/Å. Its SMILES is [H]/N=C1\OC[C@H]2C[C@@H]12. Its total energy is -8835.0392 eV.

=====

No. 18
A cluster of 2 separate species, C5H7NO in total, computed with ωB97M-V/def2-TZVPD.

Geometry as XYZ:
```
14
C5H7NO ωB97M-V/def2-TZVPD
C 2.41 -0.50 -1.94
C 3.16 -0.80 -1.04
C -1.03 -1.24 1.27
C -0.02 1.37 1.89
C -0.32 0.91 0.68
N -0.64 -0.41 0.38
O -0.53 1.68 -0.37
H 1.47 -0.34 -2.44
H 3.95 -1.22 -0.55
H -1.11 -1.21 2.28
H -1.22 -2.17 0.76
H 0.26 0.68 2.64
H 0.12 2.44 1.90
H -0.41 1.16 -1.17
```

The HOMO energy is -8.77 eV. Its LUMO energy is 0.521 eV. The value obtained for the relative energy (zero: lowest compared OMol25 entry of this formula, charge and spin) is 106.98 kcal/mol. For the largest force on an atom, the calculation gives 4.9 eV/Å. Its SMILES is C=NC(=C)O.C#C. Its total energy is -8831.5639 eV.

=====

No. 19
The molecule C5H7NO, computed with ωB97M-V/def2-TZVPD.

Geometry as XYZ:
```
14
C5H7NO ωB97M-V/def2-TZVPD
C 0.42 -1.05 -1.46
C 0.55 -0.06 -0.30
C -0.67 0.85 -0.02
C -0.57 1.23 1.46
O 0.48 1.57 1.93
C 0.59 -0.88 0.93
N 0.28 -1.50 1.85
H 1.35 -1.61 -1.58
H 0.18 -0.55 -2.40
H -0.37 -1.77 -1.23
H 1.45 0.55 -0.40
H -0.63 1.78 -0.60
H -1.60 0.33 -0.27
H -1.47 1.11 2.09
```

The HOMO energy is -10.20 eV. Its LUMO energy is 0.799 eV. The value obtained for the relative energy (zero: lowest compared OMol25 entry of this formula, charge and spin) is 28.25 kcal/mol. For the largest force on an atom, the calculation gives 1.2 eV/Å. Its SMILES is C[C@H](C#N)CC=O. Its total energy is -8834.9780 eV.

=====

No. 20
A cluster of 2 separate species, C5H7NO in total, computed with ωB97M-V/def2-TZVPD.

Geometry as XYZ:
```
14
C5H7NO ωB97M-V/def2-TZVPD
C 1.63 -1.56 0.15
C 1.79 -0.33 -0.31
C -1.12 0.48 0.02
C -1.42 1.70 -0.66
O -1.18 0.43 -1.34
C -0.96 -0.28 1.18
N -2.21 -0.22 1.16
H -0.29 -0.87 1.76
H 2.17 -1.92 1.00
H 0.97 -2.26 -0.31
H 2.49 0.35 0.12
H 1.29 0.00 -1.20
H -2.45 2.00 -0.70
H -0.72 2.50 -0.88
```

The HOMO energy is -9.26 eV. Its LUMO energy is 1.012 eV. The value obtained for the relative energy (zero: lowest compared OMol25 entry of this formula, charge and spin) is 127.95 kcal/mol. For the largest force on an atom, the calculation gives 2.0 eV/Å. Its SMILES is C1=N[C@@]12CO2.C=C. Its total energy is -8830.6543 eV.